Density functional theory data (ωB97M-V with the def2-TZVPD basis set) for an isolated molecule of C15H15N5O3S2 in a non-equilibrium geometry.

```
40
Properties=species:S:1:pos:R:3:forces:R:3
C 5.382 2.838 0.327 0.12 0.49 0.09
H 4.819 3.383 -0.433 0.06 -0.03 0.07
H 6.423 3.162 0.311 -0.08 0.00 0.01
H 4.953 3.042 1.310 0.04 0.00 -0.08
O 5.426 1.455 0.053 -0.13 -0.32 -0.06
C 4.299 0.698 0.013 -0.05 -0.16 -0.02
C 4.536 -0.654 -0.236 -0.03 0.25 0.02
C 3.517 -1.578 -0.316 -0.26 0.13 0.04
C 2.201 -1.163 -0.142 0.44 0.41 0.06
C 1.951 0.185 0.112 0.04 -0.15 -0.04
C 2.966 1.124 0.189 0.15 0.17 0.02
O 2.725 2.454 0.426 0.40 -0.34 -0.09
C 1.394 2.875 0.602 -0.20 0.10 0.02
H 0.933 2.403 1.475 -0.02 -0.01 -0.05
H 0.784 2.670 -0.284 0.01 -0.02 0.06
H 1.451 3.950 0.762 -0.07 -0.07 0.00
H 0.924 0.480 0.235 -0.07 0.15 0.05
C 1.075 -2.081 -0.212 0.02 -1.18 -0.37
C 1.097 -3.373 -0.654 -0.09 0.32 0.11
S -0.465 -4.095 -0.568 -0.09 0.68 0.27
C -1.058 -2.566 0.077 0.59 -0.99 -0.42
N -0.162 -1.656 0.192 -0.31 0.41 0.26
N -2.381 -2.456 0.403 -0.41 -0.61 -0.13
C -3.060 -1.398 0.968 -0.06 0.32 0.16
O -4.243 -1.494 1.184 -0.11 0.01 0.06
C -2.247 -0.168 1.274 -0.04 0.32 -0.10
H -1.346 -0.419 1.829 -0.10 0.08 -0.01
H -2.864 0.569 1.788 0.02 -0.21 0.02
S -1.697 0.603 -0.286 0.25 -0.12 0.00
C -2.890 1.863 -0.383 -0.24 0.20 0.05
N -3.691 2.275 0.576 0.27 -0.39 0.21
C -4.384 3.276 -0.005 0.22 -0.03 -0.39
N -4.053 3.509 -1.249 -0.47 0.76 -0.44
N -3.095 2.601 -1.496 0.13 -0.43 0.57
H -2.644 2.542 -2.395 -0.10 0.02 0.07
H -5.137 3.831 0.514 -0.22 0.21 0.03
H -2.959 -3.266 0.210 -0.01 0.25 0.08
H 1.920 -3.941 -1.033 0.24 -0.08 -0.10
H 3.751 -2.613 -0.503 0.04 -0.14 -0.01
H 5.564 -0.954 -0.364 0.13 -0.02 -0.01
```
Forces are in eV/Å.

The molecular weight comes out at 377.451 g/mol. For the total energy, the calculation gives -1876.47069 a.u. For the energy above the lowest of the compared OMol25 structures with the same formula, charge and spin, the calculation gives 33.5 kcal per mole. The calculation puts the LUMO energy at 0.391 eV. As for the HOMO energy: -7.761 eV. As for the spin multiplicity: 1.

Löwdin population analysis, charges in e, atoms 1 to 6: -0.07, 0.09, 0.09, 0.10, -0.07, -0.19


Density functional theory data (ωB97M-V with the def2-TZVPD basis set) for a structure of composition C50H39GaNO8 in a non-equilibrium geometry.

```
99
Properties=species:S:1:pos:R:3:forces:R:3
C -1.389 -2.433 2.587 -0.51 0.18 0.23
C -1.032 -3.477 2.048 -0.82 0.66 0.15
Ga -0.939 -5.200 0.908 0.79 0.17 -0.02
O -1.841 -6.635 1.739 -0.63 0.55 0.22
C -1.486 -4.835 -1.046 -0.95 0.19 -0.66
C -2.881 -5.462 -1.496 1.37 1.53 -0.42
N -3.825 -5.595 -0.348 -1.91 -0.11 -0.94
C -4.739 -6.748 -0.473 -0.15 -1.18 1.17
C -3.979 -8.158 -0.412 0.32 0.33 -1.02
C -4.508 -4.370 -0.045 0.28 1.09 0.79
C -6.080 -4.167 -0.213 1.09 -0.47 0.10
O -3.899 -3.410 0.406 -0.43 -0.99 -0.91
H -1.875 -1.551 3.062 0.99 -1.25 -0.65
H 0.629 -5.618 0.875 -0.12 -0.09 0.02
H -2.709 -6.310 2.049 0.69 -0.28 -0.31
H -1.571 -3.716 -1.220 0.41 -1.23 0.23
H -0.678 -5.266 -1.702 -0.71 0.59 0.48
H -2.668 -6.420 -2.037 -0.67 0.57 0.93
H -3.364 -4.759 -2.256 0.43 -0.91 0.61
H -5.393 -6.736 0.456 0.49 0.11 -1.24
H -5.413 -6.726 -1.379 0.67 0.11 0.66
H -2.867 -8.032 -0.584 -1.30 -0.02 0.49
H -4.129 -8.693 0.560 0.14 0.59 -0.90
H -4.340 -8.801 -1.274 0.24 0.56 1.11
H -6.413 -4.725 -1.130 -0.13 0.58 1.03
H -6.552 -4.533 0.738 0.15 0.13 -1.08
H -6.253 -3.056 -0.279 0.25 -1.29 -0.07
C 5.119 -6.090 -2.927 -0.02 0.12 -0.06
C 6.264 -5.397 -3.312 -0.11 0.10 -0.02
C 6.164 -4.095 -3.782 0.16 -0.18 0.05
C 4.917 -3.485 -3.881 -0.04 -0.21 0.06
C 3.767 -4.188 -3.518 0.29 -0.07 0.01
C 3.873 -5.488 -3.030 0.07 -0.21 0.04
C 2.427 -3.569 -3.664 -0.64 -0.41 0.28
O 1.427 -4.178 -3.347 0.15 0.07 -0.17
C 2.329 -2.194 -4.215 0.02 0.28 -0.13
C 1.076 -1.620 -4.411 -0.18 0.16 -0.07
C 0.974 -0.330 -4.912 0.12 -0.09 0.03
C 2.124 0.396 -5.211 0.05 -0.12 0.04
C 3.375 -0.174 -5.022 -0.13 0.19 -0.08
C 3.481 -1.474 -4.533 -0.21 0.07 -0.02
C 4.822 -2.086 -4.368 0.58 0.34 -0.13
O 5.829 -1.454 -4.633 -0.14 -0.08 0.00
H 5.199 -7.103 -2.551 -0.03 0.08 -0.01
H 7.236 -5.873 -3.242 -0.06 0.04 0.01
H 7.059 -3.558 -4.075 -0.17 0.09 0.01
H 2.984 -6.033 -2.734 -0.02 0.20 -0.04
H 0.177 -2.180 -4.176 0.19 -0.08 0.08
H -0.003 0.113 -5.069 0.06 -0.04 0.03
H 2.044 1.407 -5.596 0.01 -0.06 0.03
H 4.268 0.393 -5.261 0.02 -0.18 0.07
C -2.373 7.011 5.227 -0.01 -0.09 -0.09
C -2.156 7.627 3.998 -0.04 -0.11 -0.04
C -2.292 6.903 2.823 0.04 0.19 0.11
C -2.636 5.555 2.873 0.04 0.13 0.20
C -2.831 4.931 4.105 0.06 0.25 -0.02
C -2.709 5.665 5.281 0.05 0.20 0.09
C -3.149 3.482 4.175 -0.09 -0.44 0.54
O -3.322 2.940 5.250 0.01 0.15 -0.11
C -3.243 2.709 2.914 0.02 -0.12 -0.16
C -3.483 1.338 2.962 -0.04 -0.13 -0.13
C -3.586 0.608 1.785 -0.05 0.00 0.07
C -3.457 1.246 0.555 0.00 0.12 0.05
C -3.212 2.611 0.501 -0.01 -0.20 -0.09
C -3.094 3.345 1.679 -0.02 -0.10 0.01
C -2.797 4.794 1.610 -0.02 0.12 -0.58
O -2.680 5.354 0.532 -0.02 0.01 0.13
H -2.275 7.580 6.145 0.00 -0.05 -0.06
H -1.881 8.676 3.958 -0.02 -0.07 0.00
H -2.127 7.389 1.868 -0.06 -0.18 0.01
H -2.873 5.188 6.241 0.00 -0.12 -0.17
H -3.587 0.836 3.917 0.03 0.18 -0.02
H -3.768 -0.461 1.825 0.06 0.05 -0.05
H -3.544 0.676 -0.363 0.03 0.00 0.09
H -3.108 3.102 -0.460 0.03 0.09 0.16
C 5.791 4.140 3.679 -0.09 0.03 -0.08
C 4.716 4.387 4.530 -0.05 0.01 -0.12
C 3.459 4.646 4.004 0.13 -0.02 0.20
C 3.273 4.672 2.624 0.25 -0.02 0.07
C 4.355 4.449 1.772 0.00 -0.01 0.23
C 5.612 4.172 2.304 0.14 -0.01 0.17
C 4.183 4.521 0.299 0.52 -0.14 -0.46
O 5.126 4.324 -0.444 -0.11 0.06 0.12
C 2.844 4.848 -0.249 -0.19 0.07 -0.07
C 2.676 4.977 -1.626 -0.13 0.04 -0.20
C 1.424 5.269 -2.148 0.07 -0.03 0.17
C 0.331 5.425 -1.298 0.07 -0.01 0.00
C 0.496 5.304 0.074 -0.08 0.05 -0.08
C 1.752 5.025 0.602 0.02 0.00 -0.25
C 1.920 4.932 2.073 -0.62 0.07 0.42
O 0.966 5.073 2.816 0.14 0.00 -0.09
H 6.771 3.929 4.092 -0.07 0.00 -0.04
H 4.860 4.374 5.604 -0.02 -0.02 -0.07
H 2.624 4.832 4.670 -0.04 -0.03 -0.20
H 6.453 3.984 1.646 -0.18 0.04 -0.08
H 3.522 4.853 -2.292 0.02 -0.05 0.20
H 1.296 5.374 -3.220 0.02 -0.02 0.07
H -0.649 5.647 -1.706 0.04 -0.03 0.09
H -0.356 5.431 0.729 0.18 0.00 0.00
```
Forces are in eV/Å.

The molecular weight comes out at 851.584 g/mol. For the total energy, the calculation gives -4510.22199 a.u. The net charge is -1. The calculation puts the LUMO energy at 0.469 eV. As for the HOMO energy: -4.588 eV. As for the spin multiplicity: 1.

Löwdin population analysis, charges in e, atoms 1 to 6: -0.10, -0.22, 0.26, -0.36, -0.25, -0.25


Q: Number 1 is which compound?
A: C15H15N5O3S2